Record 1
C31H43Cl2N2O2P3Ru | ωB97M-V/def2-TZVPD

Output
2S+1 = 5
HOMO (alpha / beta) = -10.43 / -12.45 eV
E_tot = -3505.7427 Ha
gap between HOMO and LUMO (alpha / beta) = 5.30 / 2.32 eV
total charge = +2

Geometry (Å):
Ru: 0.34 -0.32 3.04
Cl: -0.07 -1.07 5.30
Cl: 2.49 0.67 3.42
P: -3.68 -2.02 1.22
P: 1.27 1.32 -2.34
P: 1.37 -2.32 3.07
O: -0.80 1.46 3.85
O: -1.99 0.02 -0.47
N: -1.06 2.26 6.00
N: 0.76 2.89 4.75
C: -0.85 3.07 -2.76
C: 1.00 3.43 -4.28
C: -0.38 2.15 4.82
C: 1.03 0.65 0.87
C: 0.36 -3.80 2.75
C: 0.44 2.72 -3.20
C: 5.07 2.62 -3.12
C: 0.29 4.45 -4.91
C: -0.99 4.78 -4.47
C: -1.17 -0.81 0.37
C: -2.22 1.48 6.36
C: -3.52 -3.13 -0.18
C: -0.18 -2.20 -5.01
C: -2.03 -1.32 1.52
C: 4.53 1.09 -4.93
C: 3.28 0.86 -4.35
C: 0.62 -0.03 -3.42
C: -1.53 -1.13 2.76
C: 3.83 2.38 -2.54
C: -1.57 4.08 -3.39
C: -0.09 0.18 -4.60
C: 0.55 -2.43 -3.83
C: 2.31 -2.78 4.58
C: 0.00 -0.08 0.93
C: -0.50 -0.90 -5.40
C: 5.43 1.97 -4.31
C: 2.92 1.49 -3.15
C: 2.65 -2.26 1.78
C: -4.27 -2.93 2.65
C: 0.94 -1.35 -3.04
C: -4.82 -0.69 0.83
H: -0.33 1.19 -4.93
H: 3.20 -3.21 1.76
H: -0.78 -1.69 -0.20
H: -3.59 -3.76 2.88
H: -2.00 0.84 7.22
H: -5.27 -3.33 2.42
H: -4.34 -2.26 3.52
H: -2.58 4.33 -3.06
H: 3.32 -1.43 2.02
H: -2.13 -1.42 3.63
H: -0.18 -3.69 1.80
H: -0.72 2.94 6.66
H: 5.77 3.33 -2.66
H: -0.37 -3.93 3.56
H: 1.02 3.47 5.53
H: -2.89 -3.98 0.10
H: 2.93 -1.92 4.88
H: 2.96 -3.64 4.39
H: -5.07 -0.15 1.75
H: 2.00 3.17 -4.65
H: 4.80 0.59 -5.87
H: -0.50 -3.05 -5.63
H: -1.05 -0.71 -6.32
H: -3.03 2.17 6.65
H: -5.73 -1.11 0.39
H: 0.99 -4.70 2.69
H: 3.53 2.88 -1.62
H: 0.82 -3.45 -3.54
H: 1.52 -1.51 -2.12
H: -3.07 -2.59 -1.02
H: -4.52 -3.49 -0.46
H: -1.29 2.53 -1.91
H: 0.74 4.98 -5.76
H: -1.56 5.58 -4.96
H: -2.54 0.86 5.52
H: -1.44 0.54 -1.09
H: -4.33 -0.01 0.12
H: 6.41 2.16 -4.77
H: 1.47 2.60 4.09
H: 1.73 1.36 0.48
H: 2.59 0.18 -4.85
H: 1.62 -3.01 5.39
H: 2.18 -2.08 0.81

=====

Record 2
C31H44AsNiO6P2S | ωB97M-V/def2-TZVPD

Output
2S+1 = 3
HOMO (alpha / beta) = -10.27 / -10.34 eV
E_tot = -6484.1395 Ha
gap between HOMO and LUMO (alpha / beta) = 8.67 / 7.19 eV
total charge = +1

Geometry (Å):
As: 2.37 -0.51 -1.36
Ni: 0.19 -0.33 -0.29
S: -0.47 -2.04 -1.53
P: -2.20 1.45 0.25
P: -1.08 -0.31 2.45
O: -1.14 0.98 3.31
O: -2.47 2.70 1.12
O: -3.32 1.44 -0.84
O: -0.80 1.44 -0.30
O: -1.48 -1.47 3.40
O: 0.21 -0.54 1.71
C: 0.99 -2.86 -2.12
C: 6.95 0.20 -0.69
C: 6.18 -0.36 0.32
C: 4.24 -0.17 -1.09
C: 4.82 -0.54 0.12
C: 1.87 0.59 -2.89
C: -3.24 0.51 -2.00
C: -0.39 1.32 4.54
C: 2.26 -2.28 -2.09
C: 0.29 -3.16 3.58
C: 1.60 0.03 -4.14
C: -3.81 3.15 1.54
C: 1.05 0.85 4.44
C: 1.20 0.85 -5.18
C: 1.33 2.77 -3.74
C: 5.01 0.40 -2.10
C: -1.17 -2.92 3.28
C: 1.73 1.96 -2.69
C: -1.63 -3.44 1.93
C: -3.70 3.50 3.01
C: -1.14 0.78 5.74
C: 1.06 2.22 -4.99
C: 3.36 -2.97 -2.57
C: 6.37 0.58 -1.89
C: -2.41 -0.02 1.28
C: 0.85 -4.14 -2.67
C: 1.95 -4.82 -3.15
C: -2.56 1.24 -3.13
C: 3.21 -4.24 -3.10
C: -4.21 4.31 0.66
C: -4.65 0.07 -2.28
H: -5.09 -0.43 -1.42
H: -2.50 -0.90 0.63
H: -4.26 4.01 -0.38
H: -0.42 2.40 4.53
H: -2.47 0.56 -3.98
H: -5.27 0.92 -2.54
H: 0.55 -2.75 4.56
H: -1.04 -3.02 1.11
H: -1.79 -3.34 4.07
H: -5.18 4.69 0.97
H: -0.66 1.14 6.65
H: -3.35 2.64 3.58
H: 1.22 3.84 -3.59
H: -2.68 -3.22 1.76
H: 0.47 -4.23 3.60
H: 1.53 1.23 3.54
H: -1.50 -4.52 1.91
H: -1.55 1.55 -2.85
H: -3.35 0.08 1.84
H: -4.65 -0.63 -3.12
H: 6.63 -0.65 1.25
H: -3.14 2.11 -3.43
H: -2.17 1.12 5.74
H: 4.22 -0.98 0.91
H: -0.13 -4.59 -2.71
H: -3.48 5.12 0.76
H: 1.70 -1.04 -4.29
H: -4.67 3.80 3.39
H: 1.91 2.40 -1.72
H: 1.60 1.21 5.31
H: 4.08 -4.78 -3.48
H: -2.62 -0.34 -1.69
H: 8.01 0.35 -0.54
H: 4.56 0.70 -3.03
H: -3.00 4.32 3.15
H: 0.99 0.41 -6.15
H: 4.35 -2.51 -2.52
H: 1.11 -0.24 4.44
H: 1.83 -5.81 -3.57
H: 6.98 1.02 -2.67
H: -4.49 2.31 1.39
H: 0.92 -2.71 2.82
H: -1.12 -0.31 5.76
H: 0.75 2.85 -5.81

=====

Record 3
C31H44BBr2HfN10O | ωB97M-V/def2-TZVPD

Output
HOMO = -8.72 eV
E_tot = -7050.4112 Ha
gap between HOMO and LUMO = 5.71 eV
total charge = +1

Geometry (Å):
Hf: 0.03 0.03 -0.10
Br: -3.89 4.22 -4.28
Br: 3.91 3.97 -4.35
O: 1.06 -1.08 -1.23
N: -1.37 1.43 2.51
N: 1.40 1.34 -1.48
N: -1.10 -1.74 -1.23
N: -1.49 1.56 1.16
N: 1.48 1.24 1.44
N: -1.25 1.33 -1.40
N: 1.31 -1.89 1.08
N: -1.23 -1.46 1.55
N: 1.10 0.83 2.73
N: -0.84 -1.12 2.82
C: -1.05 -2.16 3.63
C: -1.51 3.02 -3.12
C: -2.77 2.94 -0.48
C: -2.43 2.52 0.95
C: -0.72 2.23 -2.32
C: -1.70 -2.85 1.56
C: -2.47 -1.46 -0.30
C: -3.70 2.23 -2.30
C: 3.51 2.31 0.46
C: -0.80 -2.13 5.10
C: 2.72 1.27 -1.46
C: -2.83 1.37 -1.36
C: 3.53 2.02 -2.35
C: -1.56 -3.24 2.90
C: 3.19 1.54 2.88
C: 0.79 2.21 -2.34
C: 2.74 1.69 1.57
C: 1.51 3.02 -3.18
C: 1.86 -2.10 2.43
C: -2.34 2.39 4.62
C: -0.19 -3.05 -0.78
C: -2.28 -3.78 0.30
C: -2.91 2.98 2.16
C: -3.02 3.03 -3.12
C: 0.52 -3.10 0.65
C: 2.90 2.91 -3.18
C: -1.54 -1.82 -2.61
C: -2.22 2.27 3.13
C: 2.56 -1.66 0.19
C: 2.12 1.03 3.58
C: 2.06 0.75 5.04
B: -0.37 0.40 3.19
H: 1.28 1.34 5.52
H: -2.50 3.99 -0.63
H: -0.85 -4.34 -0.92
H: -2.50 -4.81 0.59
H: -3.08 3.14 4.87
H: -2.22 -2.66 -2.79
H: -1.40 -1.36 5.59
H: 4.16 1.82 3.27
H: 1.23 -3.94 0.70
H: -3.11 -3.38 -0.29
H: -1.03 3.70 -3.81
H: -0.43 0.48 4.37
H: 1.11 -2.26 3.18
H: -3.19 -2.23 -0.30
H: 1.86 -0.30 5.23
H: -2.95 -0.58 -0.62
H: 4.60 1.90 -2.33
H: -0.22 -3.33 1.43
H: -2.64 1.43 5.05
H: -3.66 3.74 2.32
H: 2.16 -1.42 -1.02
H: 0.25 -1.93 5.31
H: -2.07 2.28 -1.40
H: -1.32 -3.70 -0.59
H: 2.43 -1.22 2.72
H: -3.88 2.83 -0.65
H: 2.84 2.40 -0.40
H: 3.82 3.33 0.70
H: -0.67 -1.92 -3.27
H: -1.81 -4.21 3.31
H: 3.25 -2.52 0.22
H: -1.39 2.68 5.06
H: 3.01 1.00 5.50
H: 3.11 0.50 -0.82
H: -1.06 -3.09 5.54
H: 1.03 3.70 -3.86
H: -3.25 0.69 -0.67
H: 4.40 1.72 0.26
H: 0.63 -3.16 -1.49
H: -4.78 2.16 -2.27
H: -2.17 -1.29 0.79
H: -2.05 -0.89 -2.89
H: 3.13 -0.79 0.50
H: 2.54 -2.96 2.43

=====

Question: The highest total charge belongs to which entry?
Answer: C31H43Cl2N2O2P3Ru

=====

Question: Among the records above, which one has the highest total charge?
Answer: C31H43Cl2N2O2P3Ru